ORCA calculation (wB97M-V/def2-TZVPD) on a structure of composition C4H6N2O3S2.

Structure (XYZ):
```
17
Properties=species:S:1:pos:R:3:lowdin_charge:R:1
S -2.434 -0.039 -0.084 0.54
S -0.238 -1.419 -0.831 0.96
O -3.132 -1.002 -0.791 -0.33
O -3.067 0.135 1.411 -0.22
O 2.232 2.210 -0.196 0.16
N 3.628 -0.722 0.296 0.05
N -2.891 1.541 -0.680 -0.10
C 1.379 -1.356 -0.594 -0.42
C 2.335 -0.280 -0.149 -0.35
C 2.272 1.021 -0.311 -0.12
C -0.763 -0.025 -0.009 -0.61
H -3.895 1.823 -0.583 0.08
H -2.286 2.255 -0.206 0.08
H -2.683 -0.412 2.112 0.09
H 1.845 -2.199 -1.054 0.04
H 3.771 -1.586 0.755 0.07
H 3.926 0.055 0.915 0.10
```

Summary:
LUMO level (spin up / spin down) ... -0.6 / -0.6 eV
Energy relative to the best compared isomer or geometry (same formula, charge and spin) ... 123.11 kcal/mol
Gap between HOMO and LUMO (spin up / spin down) ... 6.787 / 6.784 eV
2S+1 ... 1
HOMO (spin up / spin down) ... -7.376 / -7.375 eV


ORCA calculation (wB97M-V/def2-TZVPD) on the molecule C4H6N2O8.

Structure (XYZ):
```
20
Properties=species:S:1:pos:R:3:lowdin_charge:R:1
O 1.516 -1.093 2.415 0.21
O -1.361 -1.759 2.593 0.05
O -0.935 3.405 1.045 0.20
O -2.447 -1.133 0.874 0.11
O -0.156 1.498 -1.276 -0.11
O 0.846 2.349 1.505 0.18
O -1.043 1.254 1.465 0.07
O 0.547 -1.700 -0.153 0.06
N -0.268 2.493 1.285 -0.43
N -1.486 -1.056 1.614 -0.39
C -0.375 -0.079 1.352 -0.24
C 0.320 -0.355 0.026 -0.29
C -0.496 0.152 -1.227 -0.17
C 0.520 -0.439 2.552 -0.12
H -0.584 2.191 -1.952 0.19
H 1.149 -1.998 0.490 0.07
H 0.082 -0.229 3.523 0.18
H 1.300 0.369 -0.022 0.21
H -1.618 0.094 -1.080 0.15
H -0.111 -0.436 -1.961 0.09
```

Summary:
LUMO level (spin up / spin down) ... -1.0 / -5.1 eV
Energy relative to the best compared isomer or geometry (same formula, charge and spin) ... 48.14 kcal/mol
Gap between HOMO and LUMO (spin up / spin down) ... 5.630 / 5.037 eV
2S+1 ... 3
HOMO (spin up / spin down) ... -6.614 / -10.098 eV


ORCA calculation (wB97M-V/def2-TZVPD) on the molecule C4H6N2OS.

Structure (XYZ):
```
14
Properties=species:S:1:pos:R:3:lowdin_charge:R:1
S 0.564 -1.126 1.568 0.85
O -0.370 0.187 -2.983 0.06
N 1.075 -0.473 0.066 -0.48
N 0.341 -0.787 -1.021 0.00
C 1.106 1.065 0.019 -0.06
C 0.683 1.438 -1.186 0.01
C 0.161 0.266 -1.916 -0.50
C -1.240 -0.714 1.730 -0.36
H 1.588 1.510 0.897 0.11
H -1.823 -0.872 0.802 0.04
H 0.008 -1.760 -1.047 0.16
H -1.225 -1.437 2.612 0.03
H -1.444 0.273 2.062 0.01
H 0.577 2.430 -1.604 0.11
```

Summary:
LUMO level ... 0.6 eV
Energy relative to the best compared isomer or geometry (same formula, charge and spin) ... 75.48 kcal/mol
Gap between HOMO and LUMO ... 9.240 eV
2S+1 ... 1
HOMO ... -8.631 eV


ORCA calculation (wB97M-V/def2-TZVPD) on the molecule C4H6N2OS.

Structure (XYZ):
```
14
Properties=species:S:1:pos:R:3:lowdin_charge:R:1
S -1.695 1.458 -2.048 0.75
O -1.001 -0.790 1.260 -0.18
N 2.439 -0.727 -0.350 -0.01
N -1.814 0.484 1.545 0.07
C -0.985 0.919 -0.717 -0.80
C -1.519 1.370 0.637 -0.17
C 1.231 -0.303 -0.067 -0.33
C 0.244 0.142 -0.859 -0.19
H 0.549 0.209 -1.959 0.10
H -1.799 2.425 0.861 0.12
H -1.629 -1.465 1.684 0.12
H 0.845 -0.603 0.947 0.12
H 2.295 -1.505 -1.314 0.21
H 2.838 -1.613 0.379 0.19
```

Summary:
LUMO level ... -0.7 eV
Energy relative to the best compared isomer or geometry (same formula, charge and spin) ... 157.97 kcal/mol
Gap between HOMO and LUMO ... 7.803 eV
2S+1 ... 1
HOMO ... -8.499 eV